1.
Below is 2 unconnected molecules or ions with the total composition C7H14N2 at a distorted geometry, with properties calculated with ωB97M-V with the def2-TZVPD basis set.

```
! RIJCOSX wB97M-V def2-TZVPD def2/J DEFGRID3
* xyz 0 1
C 0.047 -0.098 -2.215
C -0.936 0.043 -1.100
C -1.457 1.146 -0.502
N -2.473 0.711 0.298
C -2.520 -0.622 0.177
N -1.629 -1.057 -0.665
H 0.831 0.658 -2.202
H -0.469 -0.037 -3.174
H 0.488 -1.063 -2.125
H -1.092 2.159 -0.518
H -2.937 1.196 1.046
H -3.179 -1.248 0.754
C 2.598 1.170 1.019
C 3.071 -0.263 1.212
C 1.896 -1.227 1.409
H 1.662 1.179 0.463
H 3.259 1.866 0.493
H 2.486 1.694 1.976
H 3.556 -0.605 0.289
H 3.804 -0.342 2.010
H 2.227 -2.264 1.315
H 1.490 -1.116 2.416
H 1.120 -1.075 0.659
*
```

Output
Highest occupied orbital energy in eV: -8.667
Frontier orbital gap in eV: 9.5493
ΔE to the lowest compared entry with this formula, charge and spin in kcal per mole: 4.1
LUMO energy in Eh: 0.032
Energy in hartree: -384.62540

=====

2.
Below is a molecular structure, C43H35CoN7O2P, with properties calculated with ωB97M-V with the def2-TZVPD basis set.

```
! RIJCOSX wB97M-V def2-TZVPD def2/J DEFGRID3
* xyz 0 1
Co -0.893 -1.017 1.419
O -0.337 -1.909 2.984
C 0.066 -3.150 2.983
C 0.900 -3.564 4.049
C 1.428 -4.831 4.099
C 1.136 -5.776 3.106
C 0.274 -5.421 2.096
C -0.267 -4.128 2.005
C -1.340 -3.876 1.069
N -1.723 -2.686 0.817
N -2.978 -2.472 0.256
C -3.416 -1.354 0.758
O -2.762 -0.637 1.628
C -4.726 -0.825 0.299
C -5.286 0.278 0.936
C -6.488 0.807 0.488
C -7.132 0.241 -0.603
C -6.575 -0.861 -1.242
C -5.378 -1.394 -0.793
H 1.130 -2.826 4.806
H 2.081 -5.100 4.921
H 1.551 -6.773 3.154
H -0.015 -6.151 1.347
H -1.926 -4.708 0.677
H -4.772 0.705 1.787
H -6.924 1.659 0.993
H -8.070 0.654 -0.953
H -7.078 -1.305 -2.091
H -4.931 -2.251 -1.278
C 2.786 0.807 -3.432
C 2.842 -0.558 -3.172
C 2.514 -1.034 -1.916
C 2.124 -0.160 -0.899
C 2.073 1.202 -1.164
C 2.411 1.682 -2.424
P 1.661 -0.900 0.704
C 3.258 -1.620 1.212
C 4.460 -0.924 1.069
C 5.653 -1.504 1.465
C 5.662 -2.790 1.993
C 4.477 -3.497 2.112
C 3.279 -2.917 1.716
C 1.320 0.512 1.813
C 2.213 1.432 2.358
C 1.744 2.381 3.254
C 0.399 2.386 3.618
C -0.483 1.455 3.083
C -0.030 0.515 2.166
H 3.036 1.186 -4.414
H 3.140 -1.248 -3.952
H 2.560 -2.100 -1.717
H 1.772 1.894 -0.386
H 2.390 2.746 -2.614
H 4.465 0.065 0.628
H 6.580 -0.955 1.355
H 6.598 -3.241 2.300
H 4.478 -4.505 2.508
H 2.357 -3.477 1.800
H 3.265 1.410 2.101
H 2.427 3.101 3.686
H 0.044 3.112 4.340
H -1.520 1.448 3.402
C -1.928 2.086 0.296
C -1.572 1.014 -0.668
N -1.126 -0.191 -0.358
C -0.982 -0.894 -1.535
C -1.328 -0.101 -2.572
N -1.704 1.107 -2.015
C -2.175 2.233 -2.793
N -1.152 2.881 -3.564
N -1.008 2.576 -4.876
N -0.028 3.231 -5.362
C 0.519 4.004 -4.358
C 1.606 4.883 -4.375
C 1.926 5.506 -3.192
C 1.185 5.275 -2.012
C 0.111 4.415 -1.982
C -0.203 3.782 -3.188
H -2.302 1.616 1.201
H -2.711 2.733 -0.100
H -1.057 2.687 0.561
H -0.642 -1.914 -1.535
H -1.337 -0.262 -3.635
H -2.639 2.959 -2.132
H -2.915 1.874 -3.506
H 2.167 5.053 -5.284
H 2.762 6.191 -3.156
H 1.475 5.787 -1.104
H -0.445 4.237 -1.072
*
```

Output
Highest occupied orbital energy in eV: -7.413
Frontier orbital gap in eV: 7.5002
LUMO energy in Eh: 0.003
Energy in hartree: -3917.49589

=====

Look up the LUMO energy of the first one. 0.032 Eh

=====

Among the records above, which one has the lowest highest occupied orbital energy? C7H14N2

=====

Number 2 is which compound? C43H35CoN7O2P